# 1
C24H68N6O7 | wB97M-V/def2-TZVPD

Output
frontier orbital gap	7.342	eV
energy relative to the best compared isomer or geometry (same formula, charge and spin)	524.4	kcal/mol
HOMO level	-6.951	eV
lowest unoccupied orbital energy	0.39	eV

Last column: Löwdin charge in e.
Element x y z (Å)
O (-3.205, 2.126, -1.533)  -0.09
H (-3.407, 2.165, -0.598)  0.03
H (-2.448, 2.702, -1.639)  -0.39
C (-3.010, -1.148, -0.972)  0.00
C (-2.979, -1.770, 0.471)  -0.37
C (-2.744, -3.285, 0.468)  -0.17
O (-3.817, -4.099, 0.011)  -0.18
C (-4.995, -4.111, 0.707)  -0.15
N (-2.003, -1.142, 1.250)  0.03
H (-3.988, -1.409, -1.377)  0.09
H (-2.306, -1.698, -1.597)  0.03
H (-2.848, -0.070, -0.944)  0.05
H (-3.928, -1.722, 1.005)  0.13
H (-2.554, -3.687, 1.463)  0.12
H (-1.847, -3.478, -0.121)  0.07
H (-5.744, -4.790, 0.299)  0.09
H (-5.489, -3.139, 0.680)  0.08
H (-4.857, -4.388, 1.752)  0.09
H (-1.272, -0.730, 0.688)  0.00
H (-2.429, -0.377, 1.753)  0.08
C (3.763, -2.408, 3.861)  -0.08
C (2.491, -1.799, 3.327)  -0.39
C (1.354, -1.733, 4.349)  -0.11
O (0.182, -1.381, 3.597)  -0.32
C (-1.060, -1.651, 4.294)  -0.03
N (2.923, -0.565, 2.582)  0.02
H (3.646, -3.274, 4.512)  0.07
H (4.122, -1.615, 4.518)  0.07
H (4.552, -2.520, 3.117)  0.08
H (2.094, -2.582, 2.681)  0.14
H (1.362, -0.873, 5.018)  0.14
H (1.189, -2.683, 4.857)  0.14
H (-1.204, -2.715, 4.108)  0.09
H (-2.008, -1.258, 3.928)  0.08
H (-0.892, -1.384, 5.338)  0.09
H (2.057, -0.078, 2.401)  -0.10
H (3.291, -0.831, 1.680)  0.03
C (-0.114, 1.694, 3.232)  0.02
C (-0.331, 0.606, 2.133)  -0.34
C (-0.336, 1.189, 0.728)  -0.15
O (-0.682, 0.233, -0.232)  -0.29
C (-0.740, 0.738, -1.541)  -0.03
N (0.818, -0.250, 2.215)  -0.03
H (0.003, 1.164, 4.177)  0.08
H (-0.946, 2.397, 3.218)  0.08
H (0.825, 2.177, 2.959)  0.09
H (-1.250, 0.065, 2.356)  0.08
H (0.626, 1.674, 0.566)  0.10
H (-1.136, 1.930, 0.722)  0.11
H (-1.193, 0.009, -2.213)  0.11
H (0.298, 0.820, -1.862)  0.08
H (-1.236, 1.685, -1.750)  0.08
H (0.801, -1.098, 1.667)  0.11
H (0.935, -0.492, 3.188)  -0.03
C (0.171, 3.674, -0.652)  -0.03
C (-1.305, 3.988, -0.429)  -0.29
C (-1.658, 5.485, -0.314)  -0.19
O (-1.157, 6.340, -1.356)  -0.19
C (-1.696, 7.732, -1.299)  -0.05
N (-2.056, 3.582, -1.642)  0.10
H (0.449, 2.946, 0.110)  0.03
H (0.739, 4.599, -0.543)  0.09
H (0.531, 3.234, -1.582)  0.09
H (-1.720, 3.537, 0.473)  0.14
H (-1.254, 5.832, 0.637)  0.13
H (-2.728, 5.691, -0.335)  0.12
H (-2.774, 7.786, -1.151)  0.08
H (-1.556, 8.398, -2.150)  0.08
H (-1.208, 8.255, -0.476)  0.08
H (-2.824, 4.223, -1.499)  0.13
H (-1.487, 4.064, -2.323)  0.15
C (2.545, -0.092, -0.157)  -0.07
C (3.016, 0.963, -1.029)  -0.45
C (4.525, 1.204, -1.104)  -0.17
O (4.992, 0.179, -1.978)  -0.22
C (6.441, 0.080, -1.982)  -0.07
N (2.455, 0.924, -2.350)  0.06
H (1.492, -0.364, -0.242)  0.03
H (2.827, 0.108, 0.876)  0.06
H (3.002, -0.977, -0.600)  0.13
H (2.686, 1.937, -0.668)  0.13
H (5.019, 1.069, -0.142)  0.13
H (4.742, 2.149, -1.603)  0.13
H (6.755, -0.622, -2.755)  0.09
H (6.714, -0.230, -0.973)  0.08
H (6.964, 1.024, -2.135)  0.08
H (2.360, 1.799, -2.846)  0.08
H (3.186, 0.466, -2.877)  0.07
C (0.064, -2.536, -4.646)  -0.07
C (-0.275, -3.682, -3.728)  -0.44
C (-0.705, -3.125, -2.348)  -0.13
O (0.410, -2.354, -1.692)  -0.14
C (0.094, -1.805, -0.456)  -0.16
N (-1.410, -4.366, -4.249)  0.02
H (0.419, -2.922, -5.601)  0.07
H (0.685, -1.726, -4.263)  0.07
H (-0.769, -1.984, -5.081)  0.08
H (0.473, -4.459, -3.570)  0.14
H (-1.032, -3.769, -1.532)  0.10
H (-1.574, -2.521, -2.609)  0.10
H (-0.615, -0.978, -0.413)  -0.05
H (1.054, -1.480, -0.053)  0.05
H (-0.044, -2.681, 0.178)  0.11
H (-2.040, -4.577, -3.488)  0.07
H (-1.255, -5.162, -4.851)  0.08

***

# 2
C19H17FN2O3S | wB97M-V/def2-TZVPD

Output
frontier orbital gap	7.591	eV
energy relative to the best compared isomer or geometry (same formula, charge and spin)	0.0	kcal/mol
HOMO level	-8.202	eV
SMILES	COc1cc(/C=C2\NC(=S)N(C)C2=O)ccc1OCc1cccc(F)c1
lowest unoccupied orbital energy	-0.61	eV

Last column: Löwdin charge in e.
Element x y z (Å)
C (0.739, 0.957, -3.323)  -0.07
O (1.637, 0.821, -2.248)  -0.06
C (1.209, 0.226, -1.110)  -0.20
C (-0.050, -0.320, -0.920)  0.05
C (-0.406, -0.931, 0.288)  -0.21
C (-1.735, -1.489, 0.403)  0.04
C (-2.154, -2.495, 1.197)  -0.15
N (-1.452, -3.303, 2.070)  0.09
C (-2.266, -4.238, 2.633)  -0.84
S (-1.809, -5.401, 3.688)  0.67
N (-3.532, -4.020, 2.160)  -0.07
C (-4.683, -4.796, 2.537)  -0.03
C (-3.553, -2.973, 1.258)  -0.37
O (-4.530, -2.566, 0.675)  0.11
C (0.520, -0.953, 1.330)  -0.03
C (1.772, -0.394, 1.157)  0.01
C (2.138, 0.181, -0.048)  -0.21
O (3.397, 0.706, -0.222)  -0.03
C (3.550, 2.039, 0.256)  -0.13
C (2.631, 2.985, -0.473)  -0.20
C (1.355, 3.237, 0.015)  -0.04
C (0.467, 4.021, -0.703)  -0.06
C (0.840, 4.563, -1.920)  -0.01
C (2.114, 4.303, -2.393)  -0.27
F (2.485, 4.821, -3.583)  0.06
C (3.014, 3.524, -1.693)  0.04
H (1.289, 1.490, -4.096)  0.10
H (-0.140, 1.543, -3.036)  0.10
H (0.423, -0.017, -3.709)  0.10
H (-0.780, -0.295, -1.714)  0.11
H (-2.496, -1.078, -0.247)  0.13
H (-0.451, -3.314, 2.181)  0.14
H (-5.536, -4.400, 1.990)  0.09
H (-4.855, -4.715, 3.611)  0.09
H (-4.527, -5.845, 2.283)  0.09
H (0.249, -1.349, 2.296)  0.11
H (2.490, -0.401, 1.964)  0.13
H (4.598, 2.282, 0.069)  0.13
H (3.353, 2.075, 1.337)  0.13
H (1.050, 2.812, 0.960)  0.12
H (-0.522, 4.207, -0.314)  0.11
H (0.165, 5.173, -2.499)  0.12
H (3.992, 3.328, -2.105)  0.13

***

# 3
C33H22N3O4PrS4 | wB97M-V/def2-TZVPD

Output
charge	-2
⟨S²⟩	2.002
spin multiplicity	3
frontier orbital gap (spin up / spin down)	6.127 / 6.132	eV
energy relative to the best compared isomer or geometry (same formula, charge and spin)	11.5	kcal/mol
HOMO level (spin up / spin down)	-2.021 / -2.026	eV
lowest unoccupied orbital energy (spin up / spin down)	4.11 / 4.11	eV

Last column: Löwdin charge in e.
Element x y z (Å)
Pr (1.162, 0.485, 0.115)  0.74
S (2.417, 2.407, -2.004)  0.62
C (1.328, 3.192, -3.061)  -0.72
C (1.858, 3.809, -4.218)  -0.15
C (1.070, 4.457, -5.132)  -0.13
C (-0.309, 4.545, -4.938)  -0.13
C (-0.858, 3.962, -3.812)  -0.16
C (-0.068, 3.291, -2.891)  -0.54
S (-0.951, 2.414, -1.603)  0.94
C (-1.317, 0.967, -2.709)  -0.34
C (-2.319, 0.078, -2.069)  -0.33
C (-3.552, -0.197, -2.655)  -0.03
C (-4.409, -1.068, -2.001)  -0.07
C (-3.994, -1.658, -0.823)  -0.01
C (-2.738, -1.333, -0.317)  -0.18
C (-2.220, -2.099, 0.872)  -0.31
S (-0.319, -2.880, 2.709)  0.97
C (0.539, -1.968, 3.972)  -0.57
C (0.032, -2.150, 5.252)  -0.17
C (0.591, -1.536, 6.356)  -0.13
C (1.697, -0.716, 6.179)  -0.12
C (2.212, -0.537, 4.916)  -0.14
C (1.664, -1.141, 3.770)  -0.66
S (2.526, -0.868, 2.290)  0.64
N (-1.942, -0.463, -0.917)  0.19
H (2.926, 3.732, -4.357)  0.08
H (1.522, 4.898, -6.013)  0.09
H (-0.933, 5.042, -5.668)  0.08
H (-1.925, 4.016, -3.634)  0.09
H (-0.361, 0.444, -2.829)  0.07
H (-1.658, 1.379, -3.660)  0.08
H (-3.832, 0.256, -3.595)  0.10
H (-5.378, -1.300, -2.422)  0.10
H (-4.608, -2.364, -0.289)  0.11
H (-1.915, -3.080, 0.461)  0.16
H (-2.789, -2.759, 2.556)  0.04
H (-0.820, -2.810, 5.360)  0.08
H (0.163, -1.700, 7.338)  0.08
H (2.162, -0.231, 7.033)  0.09
H (3.090, 0.077, 4.768)  0.09
O (-3.234, -2.290, 1.832)  -0.05
C (-0.903, -1.469, 1.402)  -0.66
O (-0.025, -1.354, 0.471)  -0.33
C (-1.113, -0.268, 2.317)  -0.21
C (-1.784, -0.287, 3.538)  -0.03
C (-1.737, 0.843, 4.336)  -0.04
C (-1.028, 1.955, 3.918)  0.01
C (-0.406, 1.903, 2.679)  -0.14
N (-0.478, 0.824, 1.899)  0.07
C (0.550, 3.015, 2.175)  -0.61
O (0.511, 4.100, 2.748)  0.02
O (1.297, 2.648, 1.229)  -0.16
H (-2.280, -1.181, 3.882)  0.10
H (-2.217, 0.831, 5.304)  0.10
H (-0.924, 2.838, 4.531)  0.11
N (4.064, -4.859, -4.954)  0.10
C (3.724, -4.013, -4.248)  -0.24
C (3.289, -2.991, -3.393)  -0.28
C (3.523, -3.061, -2.014)  -0.06
C (3.031, -2.075, -1.182)  -0.12
C (2.294, -0.951, -1.639)  -0.24
C (2.136, -0.911, -3.046)  -0.15
C (2.598, -1.888, -3.905)  -0.06
H (4.080, -3.903, -1.614)  0.10
H (3.224, -2.180, -0.116)  0.05
H (1.643, -0.054, -3.503)  0.06
H (2.426, -1.816, -4.976)  0.10